18
Properties=species:S:1:pos:R:3 method="wB97M-V/def2-TZVPD" energy_ha=-377.38590
C -0.78 0.03 1.01
C 1.65 0.43 0.71
N 0.57 -0.01 1.57
C -0.90 -0.78 -0.29
N -1.29 1.36 0.82
C 0.06 -0.14 -2.39
N -0.76 -0.10 -1.45
N -1.26 -1.99 -0.19
H 0.76 -0.95 1.91
H -1.42 -0.47 1.74
H -1.20 1.88 1.68
H -0.78 1.85 0.09
H -1.32 -2.49 -1.07
H 1.46 1.44 0.38
H 1.80 -0.21 -0.17
H 2.57 0.42 1.30
H -0.15 0.43 -3.28
H 0.99 -0.72 -2.37


18
Properties=species:S:1:pos:R:3 method="wB97M-V/def2-TZVPD" charge=+2 smiles="NC(=[NH2+])[C@@H]1C[NH+]=CN1" energy_ha=-376.78107
C -1.86 -0.90 -0.09
C 1.41 0.01 -0.01
C -1.07 1.16 0.43
C -0.21 0.50 -0.72
N -0.92 -0.69 -1.00
N -1.90 0.06 0.77
N 2.39 0.19 -0.84
N 1.45 -0.37 1.24
H -2.30 -1.96 -0.04
H -0.43 1.49 1.19
H -1.71 2.03 0.07
H 0.07 1.06 -1.55
H -0.76 -1.35 -1.72
H -2.44 0.01 1.57
H 2.20 0.10 -1.81
H 3.47 -0.01 -0.76
H 0.47 -0.44 1.46
H 2.14 -0.91 1.80